(1)
33
Properties=species:S:1:pos:R:3:forces:R:3 method="wB97M-V/def2-TZVPD" lumo_ha=0.1569 fmax_ev_per_a=1.0 total_charge=-2 total_energy_ha=-6191.3316
Pd 2.238682 -0.574848 -0.494316 -0.39 0.53 0.47
C 0.260467 -1.218077 3.331663 0.06 -0.03 -0.14
C 0.483749 -1.312749 1.826338 0.13 -0.03 0.27
O 1.340426 -0.453573 1.397091 0.02 0.24 -0.12
C -0.161468 -2.293317 1.130892 -0.28 0.03 -0.23
C -0.165209 -2.455303 -0.325867 0.09 0.12 -0.32
C 0.162892 -3.830750 -0.864827 0.13 0.17 0.00
N -0.440403 -1.559339 -1.214098 0.11 -0.74 0.31
N -1.020858 -0.383116 -0.815007 0.21 0.71 -0.04
C -0.335399 0.714983 -0.904267 -0.45 -0.19 0.37
O 0.920855 0.920380 -1.089091 0.20 -0.36 -0.29
C -1.153096 1.963454 -0.724748 0.01 0.06 0.02
C -0.518415 3.179227 -0.478315 0.07 -0.24 -0.04
C -1.255126 4.341290 -0.331131 -0.04 0.17 0.03
C -2.638214 4.312481 -0.434864 -0.03 0.18 0.03
C -3.276823 3.105643 -0.681528 -0.15 0.04 0.01
C -2.542263 1.943418 -0.823288 0.05 -0.10 0.01
H 1.145840 -1.579572 3.858666 0.06 0.01 0.01
H -0.611051 -1.785966 3.656798 -0.02 -0.04 0.00
H 0.127287 -0.168009 3.595481 -0.02 0.02 -0.01
H -0.681141 -3.050863 1.710420 -0.05 0.01 -0.02
H -0.412707 -4.586926 -0.323149 -0.04 -0.04 0.02
H 1.223390 -4.057452 -0.716724 -0.03 0.02 0.01
H -0.069300 -3.885947 -1.929295 0.02 0.02 0.04
H 0.560160 3.177198 -0.405970 0.04 0.00 -0.01
H -0.746825 5.278334 -0.134462 0.00 0.03 0.00
H -3.215688 5.224592 -0.325413 0.01 0.00 0.00
H -4.357484 3.073504 -0.766011 -0.02 0.00 0.00
H -3.020024 0.991830 -1.006463 -0.01 -0.05 -0.02
Se 3.005387 -1.098261 -2.661442 -0.52 -0.17 -0.80
Te 5.300738 -0.336270 -2.931697 0.60 0.00 0.46
Te 6.042372 -1.391815 -0.345739 0.44 0.42 -0.43
Se 3.809248 -2.204183 0.220361 -0.19 -0.75 0.42

***

(2)
9
Properties=species:S:1:pos:R:3:forces:R:3 method="wB97M-V/def2-TZVPD" lumo_ha=-0.0187 fmax_ev_per_a=4.1 total_energy_ha=-452.0759
C 0.166644 -0.185570 -1.006862 -0.47 -1.12 -1.94
C -0.170916 0.338816 0.274336 -2.91 1.17 2.67
O 0.753619 0.675143 1.105686 0.27 1.67 1.13
I -1.743372 -1.311034 1.930954 0.77 0.62 -1.02
H 1.155915 -0.737930 -1.101390 -1.37 0.83 0.21
H -0.701463 -0.747874 -1.452713 1.08 0.55 0.33
H 0.157519 0.841680 -1.444477 0.64 -0.80 -0.92
H -0.963182 1.140014 0.381046 0.55 -1.44 -0.66
H 1.345236 -0.013244 1.313420 1.45 -1.49 0.19

***

(3)
40
Properties=species:S:1:pos:R:3:forces:R:3 method="wB97M-V/def2-TZVPD" lumo_ha=0.0000 fmax_ev_per_a=6.3 smiles="O=C(Nc1ccccc1O)c1nc[nH]c1C(=O)N1CCNCC1" total_energy_ha=-1081.2208
O 2.305412 -2.251594 -0.363307 -1.69 0.48 -1.77
O -1.881158 -1.056748 -1.393316 -0.04 1.53 -0.41
N 1.882293 -1.503314 -3.384506 1.97 -1.26 2.93
O 2.824792 -1.689719 2.031088 -0.71 -0.55 -0.65
C 1.200389 -1.777142 -0.723131 2.48 -0.95 1.99
C -1.200711 -0.181415 -1.949195 -0.67 1.10 1.30
C 1.425431 -0.851729 -4.391623 -0.78 -0.18 1.70
C 1.033172 -1.416098 -2.231078 -2.73 1.68 -2.48
C -0.078931 -0.708374 -2.764295 1.23 0.85 0.73
C 0.201724 -1.458867 4.514308 0.74 -0.83 -1.66
C -1.021541 -1.472756 3.725012 5.04 0.46 -0.54
C 1.506511 -1.629692 3.899376 -2.69 0.57 0.74
C -0.811089 -1.486135 2.317333 -2.38 0.23 1.74
C 1.538981 -1.635641 2.516323 1.99 -0.24 -1.07
C 0.388109 -1.558502 1.672336 1.29 -0.48 3.10
N 0.213109 -0.299217 -4.046685 -0.35 -0.25 -0.59
N 0.259630 -1.538271 0.324361 0.37 0.45 -6.23
N -0.536982 3.008122 0.556275 -1.39 -2.07 -1.05
N -1.331291 1.224962 -1.672926 1.53 -2.40 -2.16
C 0.386892 2.556642 -0.564884 1.35 -0.17 1.97
C -1.568139 1.908118 0.708030 -0.51 0.97 0.66
C -0.155728 2.200217 -1.971797 0.15 -1.65 2.65
C -2.261237 1.626558 -0.637020 -1.38 1.85 0.48
H 2.778932 -2.143145 1.132771 0.12 0.83 0.65
H 1.987284 -0.704111 -5.300539 -0.43 -0.05 -0.20
H 0.292530 -1.392638 5.585226 -0.86 0.03 0.31
H -1.942757 -1.309722 4.179116 -1.48 0.06 0.50
H 2.477745 -1.705997 4.469233 -1.43 0.17 -0.74
H -1.672773 -1.369254 1.649876 -0.03 -0.23 0.43
H -0.438835 0.054334 -4.743667 0.06 0.07 0.63
H -0.694330 -1.356441 -0.029323 0.73 -0.21 0.45
H -0.082203 3.178061 1.480450 -0.01 -0.42 -1.48
H 1.035302 3.420285 -0.644043 0.61 -0.08 -0.40
H 0.990708 1.663480 -0.260664 -0.30 0.60 0.14
H -2.335012 2.159685 1.469797 0.16 0.61 -0.65
H -1.210420 1.010420 1.181586 0.95 -0.77 -0.31
H -0.351927 3.185428 -2.349484 -1.20 -0.08 -1.24
H 0.719902 1.668291 -2.505032 -1.82 0.90 0.68
H -2.663233 2.623410 -0.976014 0.33 -0.74 0.29
H -3.210549 1.008511 -0.509970 1.77 0.18 -0.43

***

(4)
17
Properties=species:S:1:pos:R:3:forces:R:3 method="wB97M-V/def2-TZVPD" lumo_ha=0.0055 fmax_ev_per_a=0.3 total_energy_ha=-309.7081
C 0.054742 0.808335 1.989634 0.00 0.08 -0.10
C -0.501468 0.010608 0.858563 0.14 -0.21 0.12
O -1.244933 1.586290 -0.253365 0.00 0.12 -0.01
C -0.486702 0.955337 -1.105038 0.00 0.08 -0.30
C 0.966596 0.635600 -0.945278 0.06 0.11 -0.01
C 0.162539 -0.455337 -0.300057 -0.03 -0.15 0.23
C -0.033158 -1.834539 -0.866062 -0.03 -0.06 -0.06
H 0.389436 0.087823 2.751904 -0.07 0.05 -0.10
H 0.906255 1.424541 1.701598 -0.13 -0.09 0.03
H -0.715950 1.440839 2.434529 0.09 -0.09 -0.06
H -1.429283 -0.512257 1.101710 0.12 0.07 -0.05
H -0.853604 0.829175 -2.139413 0.04 -0.06 0.18
H 1.473997 0.351391 -1.865493 -0.10 0.04 0.14
H 1.571719 1.283304 -0.311445 -0.12 -0.10 -0.07
H 0.767049 -2.520942 -0.558374 -0.12 0.10 -0.05
H -0.984258 -2.266588 -0.530889 0.13 0.08 -0.04
H -0.042976 -1.823581 -1.962524 0.00 0.03 0.16

***

(5)
14
Properties=species:S:1:pos:R:3:forces:R:3 method="wB97M-V/def2-TZVPD" lumo_ha=0.0299 fmax_ev_per_a=2.6 total_energy_ha=-311.6801
C 1.056107 -0.692311 -0.946011 0.68 -1.34 0.73
C -1.759572 -1.836015 1.458579 -1.79 -0.30 -0.52
C 1.332065 1.693868 -1.421592 0.41 0.93 2.42
C -1.633512 -0.626161 1.953808 -0.20 0.10 -1.78
N 1.336666 0.268242 -1.769230 -1.37 1.49 0.68
F -0.796046 -0.405242 2.949217 0.50 0.55 1.02
H 1.342722 -0.383537 0.071712 -0.15 0.31 0.19
H 0.926867 0.072951 -2.631990 -0.18 -0.10 -2.11
H -1.336003 -2.649072 2.007880 0.38 -0.50 -0.06
H -2.505360 -2.049866 0.651238 1.05 0.33 0.78
H 1.839675 1.728840 -0.409486 -0.82 0.17 -0.97
H 0.342806 2.237254 -1.360193 0.58 -1.35 0.07
H 1.891596 2.370027 -2.027626 0.83 -0.14 -1.01
H -2.038011 0.271020 1.473692 0.08 -0.16 0.54

***

(6)
41
Properties=species:S:1:pos:R:3:forces:R:3 method="wB97M-V/def2-TZVPD" lumo_ha=0.0008 fmax_ev_per_a=3.5 smiles="CCC(=O)O.O.O.O.O.O.O.O.O.O.O" total_energy_ha=-1032.7819
O 0.327945 0.552992 -0.944401 0.20 -1.82 -1.45
C -0.636357 1.284245 -0.973555 1.02 2.92 1.71
O -0.893261 1.922762 0.191846 -1.32 -0.43 -1.34
C -1.388567 1.744853 -2.231243 -0.19 -0.03 1.72
C -2.363199 0.625157 -2.613075 0.39 -0.91 0.08
H -0.490528 1.416856 0.940235 0.05 0.27 -0.07
H -0.658239 1.997733 -3.024548 -0.39 -0.48 0.42
H -2.003425 2.646897 -2.054269 0.69 -0.35 0.40
H -2.841292 -0.050429 -1.864848 0.75 1.04 0.21
H -1.808673 -0.079001 -3.234786 -0.56 0.08 -0.60
H -3.172527 1.152795 -3.055718 -0.71 -0.25 -1.20
H 3.281253 1.963330 1.159917 -0.12 -0.19 0.73
H 2.552073 1.760367 -0.050465 -0.60 -0.79 0.05
O 2.498082 1.465349 0.882040 0.93 0.82 -0.61
H 2.181660 0.642528 -1.860517 0.88 -0.75 -0.28
H 3.751889 0.350919 -2.238947 -0.41 -0.81 0.26
O 3.043498 0.977872 -2.154366 -0.16 2.38 0.20
H -2.418045 -0.940010 2.093491 -0.46 -0.46 -0.71
H -3.062787 -0.701421 0.679127 0.42 -0.42 -0.23
O -2.954217 -0.334416 1.555542 -0.08 0.36 0.96
H -2.973831 2.130321 2.073209 0.38 0.10 0.31
H -1.926204 2.581419 3.148504 -0.11 -0.28 -0.37
O -2.732326 2.840217 2.686103 -0.39 0.25 0.03
H -0.020692 0.276293 3.174584 -0.36 -0.52 -0.06
H -1.504794 0.357702 2.588123 0.58 0.06 0.18
O -0.669896 0.826806 2.731291 0.14 0.89 -0.24
H -0.802271 -1.353356 -1.224561 0.18 -0.11 0.39
H -1.165575 -2.547429 -0.282029 0.40 -0.15 0.05
O -1.522524 -1.818773 -0.788517 -0.67 0.14 -0.19
H 2.627395 -0.394616 1.818874 -0.62 -0.58 0.12
H 2.748460 -1.915675 1.597807 0.08 -0.22 -0.06
O 2.294239 -1.266550 2.145125 0.78 0.85 -0.45
H 0.405598 -2.168969 3.954555 -0.70 -0.20 0.05
H 0.755703 -1.811172 2.595972 -0.58 0.09 -0.31
O -0.055828 -2.034150 3.110132 0.90 0.08 0.39
H 1.990084 -1.464625 -3.411720 -0.09 0.00 -0.31
H 0.893620 -0.988270 -2.437073 0.03 0.16 -0.09
O 1.819973 -1.242848 -2.496700 -0.24 -0.67 -0.08
H 1.839119 -2.232400 -0.382196 0.09 0.46 -0.63
H 2.801138 -3.090449 -1.298859 -0.49 0.58 0.22
O 2.253328 -3.082852 -0.504084 0.38 -1.13 0.79

***

(7)
6
Properties=species:S:1:pos:R:3:forces:R:3 method="wB97M-V/def2-TZVPD" lumo_ha=0.0066 fmax_ev_per_a=5.8 smiles=C#COS total_energy_ha=-550.6809
C -0.771168 1.487572 -0.462409 1.22 -1.13 0.99
C -0.000817 0.651063 -0.125214 3.39 -3.59 3.05
O 0.936893 -0.207916 0.517408 -1.89 3.69 -1.81
S 0.417269 -1.649724 1.133174 -0.92 0.69 1.69
H -1.346246 1.945993 -1.126118 -2.26 2.08 -2.04
H 0.764069 -2.226988 0.063158 0.47 -1.75 -1.86

***

(8)
94
Properties=species:S:1:pos:R:3:forces:R:3 method="wB97M-V/def2-TZVPD" lumo_ha="-0.3468 / -0.4318" fmax_ev_per_a=5.3 multiplicity=5 total_charge=+3 total_energy_ha=-2719.6319 s_squared=6.057
C 2.197437 -0.573877 1.278670 -0.89 0.27 -0.41
C 1.518988 1.728256 1.482761 1.07 -1.30 0.74
C 3.366315 -0.357708 2.001874 0.13 1.21 0.38
C 2.683856 1.949553 2.304259 -0.77 0.40 -0.53
C 3.587266 0.938349 2.543179 0.25 -0.94 -0.14
H 4.068883 -1.177723 2.170285 -0.25 0.35 -0.06
H 2.847108 2.955640 2.701871 -0.03 -0.39 -0.14
H 4.480234 1.132113 3.148453 -0.40 -0.09 -0.25
N 1.278621 0.412674 1.048419 0.16 0.29 0.32
P 0.012076 -2.186885 0.927073 0.19 -1.48 0.95
P -0.444262 2.450003 -0.265316 -1.16 1.07 -0.78
C 1.857507 -1.955203 0.752683 -0.19 0.30 -0.21
H 2.072637 -2.018561 -0.327719 0.02 0.09 0.42
H 2.456515 -2.728508 1.258938 -0.40 0.27 -0.17
C -2.163188 -0.352760 -1.113902 -4.09 -1.21 -3.06
O -3.066885 -0.565130 -1.837105 4.02 1.04 3.06
C 0.665740 2.765289 1.087168 0.63 0.12 -0.01
H 0.928197 3.785469 1.388016 -0.24 -0.39 0.02
C 0.486208 3.027029 -1.869622 0.55 -0.36 -0.19
C -1.965630 3.586812 -0.039169 -0.07 -0.11 0.16
C -0.460164 -3.764474 -0.046169 -0.32 0.21 -0.44
C -0.162711 -2.482894 2.823019 -0.17 0.21 0.09
C -0.178114 2.395428 -3.111402 -0.32 -0.13 0.01
H -1.118497 2.907142 -3.369551 0.42 -0.19 0.06
H 0.499397 2.481567 -3.982884 -0.26 0.01 0.46
H -0.411939 1.331669 -2.955365 0.13 0.36 -0.19
C 0.581629 4.551845 -2.064213 -0.25 0.27 0.30
H -0.391814 5.015827 -2.290704 0.47 -0.19 0.06
H 1.015595 5.046704 -1.178401 -0.12 -0.13 -0.40
H 1.251857 4.759054 -2.921105 -0.29 -0.24 0.38
C 1.935952 2.515971 -1.689739 0.15 -0.10 0.10
H 2.453818 2.531569 -2.667762 -0.24 0.07 0.43
H 2.488667 3.163101 -0.989956 -0.12 -0.16 -0.32
H 1.981038 1.495361 -1.285165 0.06 0.35 -0.22
C -2.791026 3.636019 -1.339069 0.07 -0.03 -0.18
H -3.023898 2.619034 -1.700465 0.00 0.35 0.06
H -3.748581 4.153152 -1.141060 0.44 -0.24 -0.04
H -2.278959 4.186504 -2.144447 -0.28 -0.23 0.38
C -2.849894 2.992813 1.069540 0.01 0.15 0.01
H -3.329870 2.058912 0.742944 0.05 0.65 -0.12
H -2.270475 2.795872 1.986346 -0.20 0.24 -0.27
H -3.648956 3.717895 1.314281 0.34 -0.35 -0.07
C -1.550363 5.001996 0.415965 0.21 0.09 0.06
H -0.909917 5.523844 -0.308101 -0.32 -0.19 0.33
H -2.463875 5.610208 0.556699 0.40 -0.31 -0.07
H -1.024668 4.960655 1.384569 -0.24 0.12 -0.30
C -1.598712 -2.948911 3.139275 -0.12 0.00 0.22
H -1.736979 -2.951040 4.236393 0.17 -0.08 -0.41
H -2.357540 -2.277531 2.708285 0.35 -0.63 0.24
H -1.783479 -3.975343 2.781808 0.06 0.46 0.20
C 0.128036 -1.160267 3.574935 0.08 -0.10 -0.04
H 1.192480 -0.886847 3.515535 -0.40 -0.10 0.15
H -0.464483 -0.312486 3.210895 0.41 -0.38 0.08
H -0.122838 -1.320041 4.640196 0.14 0.11 -0.44
C 0.848417 -3.517441 3.364638 0.16 -0.12 -0.16
H 0.696029 -3.603715 4.456669 0.02 0.08 -0.48
H 0.725593 -4.520394 2.933396 0.07 0.45 0.23
H 1.889537 -3.188451 3.210582 -0.36 -0.16 0.14
C 0.040890 -3.569076 -1.492684 0.07 0.00 -0.10
H 1.140448 -3.502171 -1.557664 -0.36 -0.06 -0.01
H -0.276277 -4.442031 -2.092395 0.12 0.38 0.29
H -0.400218 -2.665994 -1.941433 0.10 -0.38 0.05
C -2.001943 -3.847030 -0.105138 -0.13 -0.03 -0.02
H -2.431341 -2.909552 -0.493585 0.08 -0.49 0.16
H -2.288453 -4.668098 -0.788538 0.20 0.33 0.29
H -2.451408 -4.054872 0.876896 0.14 0.12 -0.47
C 0.127220 -5.071648 0.514297 0.18 0.03 0.32
H 1.222673 -5.016942 0.638528 -0.38 -0.08 -0.05
H -0.324057 -5.346915 1.480587 0.14 0.07 -0.45
H -0.088746 -5.892812 -0.194815 0.05 0.45 0.26
Os -0.633652 -0.002077 0.003670 2.04 0.76 -1.80
N 0.613431 -0.400666 -1.608871 -1.04 0.48 1.42
C 1.349099 -0.644216 -2.493613 1.50 -0.49 -1.62
C 2.273167 -0.897387 -3.538129 -2.31 0.47 2.44
C 1.916821 -1.719943 -4.636253 -1.22 -0.24 0.36
C 3.567069 -0.317800 -3.478451 0.02 0.62 1.02
C 2.845436 -1.953007 -5.653464 1.11 -0.02 -0.79
H 0.917108 -2.161243 -4.676273 0.40 0.12 -0.08
C 4.481153 -0.564403 -4.505133 0.55 -0.61 -1.42
H 3.830983 0.320400 -2.630270 0.01 -0.25 -0.37
C 4.125906 -1.379598 -5.592488 0.77 0.06 -0.42
H 2.568280 -2.586915 -6.501790 0.11 0.24 0.31
H 5.478357 -0.115218 -4.458459 -0.37 -0.18 -0.04
H 4.847673 -1.566875 -6.393993 -0.36 0.09 0.40
C -4.441770 0.285468 2.035660 -2.73 2.72 -1.44
S -2.621695 0.074887 1.663325 -3.36 -1.08 0.22
C -2.434550 0.743535 3.413780 1.39 0.11 1.66
O -3.127676 -1.253331 1.087556 2.28 -0.54 1.21
H -4.747032 1.321754 2.293538 0.49 -0.59 0.35
H -4.792680 -0.443295 2.800216 1.11 0.38 -0.41
H -5.033471 0.106130 1.109093 0.84 -0.27 0.45
H -2.407340 -0.083036 4.155513 0.08 0.53 -0.53
H -1.529511 1.382328 3.493717 0.05 -0.97 -0.23
H -3.191810 1.484511 3.745834 -0.25 -0.95 -0.90